{"formula": "C46H38N2P3ReS3", "method": "ωB97M-V with the def2-TZVPD basis set", "elements": ["Re", "S", "S", "S", "P", "P", "P", "N", "N", "C", "C", "C", "C", "C", "C", "C", "C", "C", "C", "C", "C", "C", "C", "C", "C", "C", "C", "C", "C", "C", "C", "C", "C", "C", "C", "C", "C", "C", "C", "C", "C", "C", "C", "C", "C", "C", "C", "C", "C", "C", "C", "C", "C", "C", "C", "H", "H", "H", "H", "H", "H", "H", "H", "H", "H", "H", "H", "H", "H", "H", "H", "H", "H", "H", "H", "H", "H", "H", "H", "H", "H", "H", "H", "H", "H", "H", "H", "H", "H", "H", "H", "H", "H"], "positions_angstrom": [[-0.3464, -1.6417, -0.7857], [0.6275, -6.0710, -1.7962], [-2.4642, -1.1517, -1.7678], [2.1403, -1.3252, -1.7203], [-1.5294, 0.6770, -2.0100], [0.0737, -1.8207, 2.4290], [1.4840, 0.5752, -1.5290], [0.3026, -2.0670, 0.8659], [-0.2944, -3.7683, -1.3439], [-0.9396, -0.0573, -4.6227], [-1.0556, -5.9320, -1.5403], [-1.3696, 1.6628, 4.0131], [-2.5317, 1.8493, 3.2785], [2.2635, 1.1352, -4.1595], [2.7680, -1.2624, 2.4523], [-2.9073, 0.9218, 2.3133], [-0.9401, -0.3854, 2.8114], [-1.0266, 1.4459, -6.4987], [-0.7899, 0.1770, -5.9798], [-1.9869, 2.9050, -0.4564], [0.8207, -4.4108, -1.5946], [-0.3416, -4.5146, 2.7614], [4.3192, 2.4653, 0.7050], [-0.5713, 0.5464, 3.7809], [1.7842, 3.8684, -3.8645], [-1.3334, 0.9821, -3.7747], [-2.3254, -4.2118, 4.6926], [-2.1168, -0.1917, 2.0810], [3.6757, 2.6448, 1.9262], [-0.7200, -3.2355, 3.1847], [-2.5427, 2.0268, -1.3803], [-4.0980, 4.0436, -0.2693], [1.6624, -1.6184, 3.2248], [1.7974, -1.8004, 4.6036], [3.6469, 1.8667, -0.3501], [3.0284, -1.6079, 5.2107], [-1.9478, -5.4771, 4.2707], [1.7882, 1.6326, -2.9525], [-1.7127, -3.0875, 4.1493], [2.2582, 3.3654, -5.0722], [-2.7644, 3.9222, 0.0919], [-1.3746, -4.6385, -1.3187], [-1.5632, 2.2537, -4.3004], [-4.6624, 3.1581, -1.1853], [1.5516, 3.0046, -2.8073], [3.9990, -1.0705, 3.0695], [2.4943, 2.0064, -5.2203], [4.1267, -1.2395, 4.4411], [2.3649, 2.2227, 2.0915], [2.3271, 1.4386, -0.1875], [1.6895, 1.6132, 1.0379], [-1.4050, 2.4837, -5.6625], [-0.9554, -5.6301, 3.3065], [-3.8867, 2.1531, -1.7414], [-0.1506, 0.3471, -1.0889], [3.1351, -1.7530, 6.2784], [4.1480, 1.7335, -1.3027], [2.8644, 1.6204, -6.1624], [1.7799, -3.9196, -1.6469], [1.6050, 4.9307, -3.7485], [-4.7069, 4.8269, 0.1669], [0.6659, 1.2765, 1.1594], [-2.0146, -2.0982, 4.4733], [-3.8129, 1.0703, 1.7367], [-0.6612, -6.6213, 2.9845], [-0.9499, 2.7841, -0.1591], [-2.3295, 4.6093, 0.8093], [-0.7572, -1.0456, -4.2219], [5.0898, -1.0955, 4.9162], [-1.0799, 2.3870, 4.7648], [0.9429, -2.1009, 5.2016], [-1.7111, -6.7898, -1.5671], [-3.1508, 2.7202, 3.4590], [-2.3613, -4.2447, -1.1296], [4.2010, 3.1173, 2.7484], [-1.5816, 3.4729, -6.0672], [-5.7055, 3.2550, -1.4618], [-0.9197, 1.6232, -7.5618], [-3.0977, -4.0964, 5.4426], [0.4270, -4.6268, 2.0047], [-1.8654, 3.0655, -3.6500], [2.4496, 4.0398, -5.8985], [-2.4292, -6.3509, 4.6926], [-0.4899, -0.6304, -6.6364], [1.1953, 3.3987, -1.8605], [2.4511, 0.0734, -4.2644], [-4.3263, 1.4640, -2.4552], [0.3417, 0.4102, 4.3483], [1.8636, 2.3643, 3.0421], [2.6669, -1.1512, 1.3788], [4.8584, -0.7895, 2.4733], [-2.4170, -0.9058, 1.3253], [5.3422, 2.7990, 0.5760]], "forces_ev_per_a": [[2.1, 0.2, -0.7], [0.1, -0.3, -0.1], [-0.1, -0.1, 0.2], [-0.6, -0.3, 0.2], [-0.7, 0.1, 0.2], [0.1, 0.1, -0.2], [0.1, 0.3, 0.3], [-0.4, -0.2, 0.8], [-0.6, -0.2, -0.3], [0.0, 0.1, 0.0], [-0.1, -0.1, 0.0], [0.0, -0.1, 0.0], [0.0, 0.0, 0.0], [0.0, 0.1, 0.0], [0.0, 0.0, 0.1], [0.0, 0.0, 0.0], [-0.1, 0.2, 0.1], [0.0, 0.0, 0.0], [0.0, 0.0, 0.1], [0.0, 0.1, 0.0], [-0.1, 0.1, 0.1], [0.0, 0.1, 0.1], [0.0, 0.0, 0.0], [0.0, 0.1, 0.0], [0.0, -0.1, 0.0], [-0.1, 0.1, -0.2], [0.1, 0.0, 0.0], [0.0, 0.0, 0.1], [0.0, 0.0, 0.0], [-0.2, -0.3, -0.1], [-0.2, 0.1, 0.1], [0.0, 0.0, 0.0], [0.2, 0.1, 0.1], [0.0, 0.0, 0.0], [0.0, 0.0, 0.1], [0.0, 0.0, -0.1], [0.0, 0.0, 0.0], [0.2, 0.2, -0.1], [0.0, -0.1, 0.0], [0.0, 0.0, 0.0], [0.1, -0.1, 0.0], [0.2, 0.3, 0.0], [0.1, -0.1, 0.0], [0.1, 0.0, 0.0], [0.0, 0.0, 0.0], [-0.1, 0.0, 0.0], [0.0, 0.0, 0.1], [0.0, 0.0, 0.0], [-0.1, 0.0, -0.1], [0.2, -0.1, 0.2], [0.1, 0.1, 0.0], [0.0, 0.0, 0.1], [0.0, 0.0, 0.0], [0.0, 0.0, 0.0], [-0.4, 0.0, -0.6], [0.0, 0.0, 0.0], [0.0, 0.0, 0.0], [0.0, 0.0, 0.0], [0.0, 0.0, 0.0], [0.0, -0.1, 0.0], [0.0, 0.0, 0.0], [0.0, 0.0, 0.0], [0.0, 0.0, 0.0], [0.0, 0.0, 0.0], [0.0, 0.0, 0.0], [0.0, 0.0, 0.0], [0.0, 0.0, -0.1], [0.0, 0.0, 0.0], [0.0, 0.0, 0.0], [0.0, 0.0, 0.0], [0.0, 0.0, 0.0], [0.1, 0.1, 0.0], [0.0, 0.0, 0.0], [0.0, 0.0, 0.0], [0.0, 0.0, 0.0], [0.0, 0.0, 0.0], [0.1, 0.0, 0.0], [0.0, 0.0, 0.0], [0.0, 0.0, 0.0], [0.0, 0.0, 0.0], [0.0, 0.0, 0.0], [0.0, 0.0, 0.0], [0.0, 0.0, 0.0], [0.0, 0.0, 0.0], [0.0, 0.0, 0.0], [0.0, 0.0, 0.0], [0.0, 0.0, 0.0], [0.0, 0.0, 0.0], [0.0, 0.0, 0.0], [0.0, 0.0, 0.0], [0.0, 0.0, 0.0], [0.0, 0.0, 0.0], [-0.1, 0.0, 0.0]], "relative_energy_kcal_mol": 0.0, "e_tot_ev": -113798.705, "s2": 0.7554, "lumo_energy_ev": [-2.51, -2.45], "total_charge": 1, "homo_energy_ev": [-9.09, -9.73], "multiplicity": 2}

***

{"formula": "C46H39Cl2CuF6N8O18S2", "method": "ωB97M-V with the def2-TZVPD basis set", "elements": ["Cu", "Cl", "Cl", "S", "S", "F", "F", "F", "F", "F", "F", "O", "O", "O", "O", "O", "O", "O", "O", "O", "O", "O", "O", "O", "O", "O", "O", "O", "O", "N", "N", "N", "N", "N", "N", "N", "N", "C", "C", "C", "C", "C", "C", "C", "C", "C", "C", "C", "C", "C", "C", "C", "C", "C", "C", "C", "C", "C", "C", "C", "C", "C", "C", "C", "C", "C", "C", "C", "C", "C", "C", "C", "C", "C", "C", "C", "C", "C", "C", "C", "C", "C", "C", "H", "H", "H", "H", "H", "H", "H", "H", "H", "H", "H", "H", "H", "H", "H", "H", "H", "H", "H", "H", "H", "H", "H", "H", "H", "H", "H", "H", "H", "H", "H", "H", "H", "H", "H", "H", "H", "H", "H"], "positions_angstrom": [[-0.8792, -2.6918, -0.4784], [0.4561, 4.2828, 6.4775], [1.9054, 3.7859, 3.2609], [-0.0366, 0.3632, 1.2012], [-1.1048, 0.0099, -1.2745], [-3.7218, 0.0418, -1.6287], [-1.4647, -0.0276, 3.4067], [0.1673, -1.4338, 3.1558], [-3.0272, 1.2474, 0.0471], [0.6253, 0.5815, 3.6048], [-2.7123, 1.8827, -1.9596], [-4.6750, 2.7412, -5.9405], [1.3097, -2.4717, -1.3122], [4.2409, -0.7818, 8.5762], [4.3943, -1.1315, -5.7985], [-4.7689, 1.0989, -4.5647], [-0.5308, 1.7169, 1.1068], [2.2913, -0.7577, -5.6197], [2.5772, -2.8511, 1.3731], [1.4883, -3.3773, -3.2223], [4.7651, -2.8132, 8.0868], [-6.1069, 3.9362, -0.2015], [-5.2700, 2.4630, 1.0908], [1.3871, 0.2096, 0.9515], [-1.2465, -1.2449, -2.0471], [0.5163, -3.3912, 1.1142], [-10.3439, -2.3978, 0.9565], [-10.9803, -0.3372, 0.8394], [-0.0689, 0.8671, -1.7801], [1.9652, -2.7418, -2.3178], [4.4421, -1.6857, 7.7879], [-5.1924, 3.5047, 0.4763], [-0.8968, -0.6907, 0.2646], [-4.1680, 1.7761, -5.4103], [3.4523, -0.5492, -5.2991], [1.6089, -3.4689, 1.6982], [-10.1848, -1.2323, 0.6422], [2.6237, 0.9850, -3.5525], [2.6046, 3.7041, 4.9066], [-1.8340, 4.7571, 1.4816], [-0.2480, -0.1824, 2.9671], [-3.0537, 4.0830, 1.5296], [-0.4859, 0.2393, -6.6252], [-2.6002, 6.0084, -0.4185], [3.7266, -1.3010, -1.4994], [-4.0017, 4.3321, 0.5718], [2.9027, -4.8587, 3.3205], [4.5668, -1.8405, 4.0444], [-2.2069, 1.9305, -6.8298], [1.6690, -4.5012, 2.7662], [-2.2481, 0.2744, -5.0550], [4.2038, 2.3287, -2.2962], [-3.8089, 5.3275, -0.3897], [-1.0032, 1.3735, -7.2551], [3.4146, -0.2791, 6.0076], [-2.8580, 1.2831, -5.7725], [-1.0166, -0.2546, -5.4594], [-8.2281, -1.9335, -0.7013], [-7.1754, -1.5680, -1.5122], [3.3800, 0.0953, 4.6786], [-7.6068, 0.7913, -1.1655], [5.4060, -2.1381, -3.5549], [-8.9536, -0.9182, -0.0966], [0.5457, -6.1076, 4.0870], [2.9047, 1.9327, -2.6072], [0.4829, -5.1441, 3.1072], [4.1685, -1.3856, 6.4009], [1.7238, -6.4771, 4.6636], [3.3254, -2.2690, -2.4117], [-8.6691, 0.4077, -0.3434], [5.8562, -1.1515, -2.6656], [4.9508, 1.0437, -4.2181], [-6.8496, -0.2370, -1.7146], [1.6009, 3.0803, 5.8882], [3.8286, -0.7169, 3.6499], [4.7112, -2.1551, 5.3708], [5.2205, 1.9545, -3.1889], [4.1728, -2.7466, -3.4047], [3.6653, 0.5367, -4.3394], [2.9066, -5.9056, 4.2188], [-2.7872, 0.8263, -1.1624], [4.9956, -0.7714, -1.6348], [-1.5910, 5.7043, 0.5071], [5.2682, -3.0279, 5.6964], [1.8436, -7.2752, 5.3843], [3.7300, -0.4748, 2.6018], [5.3348, -0.0440, -0.9080], [-0.6239, 6.1787, 0.4154], [2.8964, 0.3102, 6.7517], [-8.4279, -2.9833, -0.5458], [-0.4392, 1.7183, -8.1106], [6.7885, -0.6164, -2.7655], [-0.5016, -4.8827, 2.7532], [6.2379, 2.2828, -3.0289], [4.9433, -2.5767, 3.3461], [3.8026, -4.3707, 2.9786], [-7.3487, 1.8176, -1.3784], [3.0873, -0.9581, -0.6979], [-2.7475, 2.6858, -7.3809], [0.3858, -0.2198, -7.0719], [1.6084, 0.6229, -3.6205], [2.1753, 2.7683, 6.7622], [3.7859, -6.2682, 4.7365], [-0.3918, -6.5874, 4.3464], [-2.4880, 6.8434, -1.0957], [-1.0900, 4.5115, 2.2277], [4.4597, 3.0349, -1.5200], [6.0696, -2.4590, -4.3459], [-6.0478, -0.0254, -2.4115], [-0.6100, -1.1239, -4.9631], [-2.7166, -0.0053, -4.1218], [2.8821, 4.6874, 5.2785], [-6.4833, -2.2495, -1.9929], [3.9114, -3.5033, -4.1297], [5.7403, 0.7807, -4.9062], [-3.2262, 3.3720, 2.3263], [-9.2200, 1.1911, 0.1580], [2.0639, 2.3694, -2.0801], [-4.5947, 5.5250, -1.1017], [2.8259, 0.9925, 4.4416], [3.5385, 3.1464, 4.8767], [1.0333, 2.2242, 5.5397]], "forces_ev_per_a": [[2.2, 2.3, 0.1], [-0.4, 0.3, 0.0], [0.2, 0.1, 0.1], [3.4, 1.4, 0.0], [1.8, -1.5, -0.1], [0.1, -0.8, 0.4], [-0.4, 0.1, 0.1], [-0.5, -0.3, -0.3], [0.0, -0.6, 0.4], [-0.5, 0.5, 0.2], [0.3, 0.1, -0.2], [0.8, -0.1, -0.2], [-0.4, 0.3, 0.9], [0.2, 0.0, 0.0], [0.1, 0.4, 0.2], [0.5, 0.5, -0.3], [-0.6, -1.5, 0.0], [0.1, -0.3, 0.4], [0.0, 0.1, 0.3], [0.2, -0.2, -0.3], [0.4, -0.2, -0.1], [0.1, 0.0, -0.3], [0.6, -0.3, 0.3], [-1.5, -0.5, 0.4], [-0.7, -0.7, 0.7], [-1.3, 0.1, -0.3], [0.0, 0.1, 0.1], [0.2, -0.1, 0.1], [-1.5, -0.2, 0.9], [-0.5, -0.6, -0.7], [-1.0, 0.1, 0.6], [-1.3, 0.4, 0.2], [-1.0, 0.5, -1.4], [-1.9, -0.9, 1.3], [-0.8, 0.4, -1.2], [0.3, -0.9, -0.1], [-0.1, -0.4, 0.0], [-0.1, -0.2, -0.3], [-0.5, -0.4, 0.5], [-0.2, -0.2, 0.2], [0.9, -0.3, -0.1], [0.5, -0.2, 0.5], [0.7, 0.5, -0.5], [-0.2, 0.1, 0.5], [0.4, 0.0, 0.1], [0.6, 0.4, -0.7], [-0.4, 0.1, -0.7], [-0.8, -0.2, -0.5], [-0.1, -1.1, -0.3], [-0.1, 0.1, -0.3], [0.2, 0.0, 0.8], [0.6, 0.2, -1.7], [0.2, -0.2, 0.1], [-0.2, -0.3, 0.1], [0.7, 0.0, 1.0], [1.3, 1.1, -1.0], [-1.5, 0.0, -0.1], [0.2, -0.4, 0.2], [0.8, 0.4, 0.0], [-1.3, 0.1, -0.5], [0.1, -1.2, 0.2], [1.2, 0.1, 0.7], [-0.1, 0.2, -0.8], [-1.5, -0.5, 0.0], [-0.2, 0.8, 1.3], [0.3, 0.5, 0.4], [-0.2, 0.6, -2.4], [1.1, -0.5, -0.3], [0.3, 0.2, 0.2], [0.4, 1.3, 0.2], [-1.3, -0.5, 0.2], [0.0, 0.8, 0.4], [-0.3, 0.5, -0.6], [1.0, 0.2, 0.3], [1.3, -0.5, 0.7], [0.5, -0.6, 1.8], [-0.6, -0.6, 0.3], [0.1, 0.3, -0.2], [0.9, -0.3, -0.1], [0.2, 0.2, 1.0], [-0.3, 1.8, -0.9], [0.4, -0.1, 0.4], [-0.4, -0.1, -0.6], [0.1, 0.0, -0.3], [-0.5, 0.1, 0.1], [-0.2, 0.2, 0.0], [-0.1, 0.1, -0.1], [0.0, 0.1, 0.2], [0.2, 0.1, 0.1], [-0.3, 0.1, 0.1], [-0.3, 0.3, -0.1], [0.2, -0.3, -0.2], [0.2, 0.2, -0.4], [0.0, 0.2, -0.1], [0.2, 0.4, -0.3], [0.0, 0.0, 0.1], [-0.2, 0.1, 0.2], [-0.2, -0.1, -0.1], [0.2, 0.3, 0.1], [0.1, 0.0, 0.2], [0.1, -0.1, -0.4], [0.0, -0.1, 0.0], [0.4, 0.3, -0.5], [0.1, 0.0, 0.2], [0.2, -0.2, -0.2], [0.1, 0.1, 0.0], [-0.3, 0.0, 0.2], [-0.1, -0.1, -0.1], [0.0, 0.2, 0.1], [0.2, 0.1, 0.1], [-0.1, -0.5, -0.2], [-0.3, 0.2, -0.3], [-0.5, -0.5, 0.1], [-0.4, 0.0, 0.2], [-0.1, -0.3, 0.0], [-0.1, -0.1, -0.2], [-0.3, -0.2, -0.1], [0.1, -0.2, 0.3], [0.0, 0.1, 0.0], [0.0, 0.0, -0.1], [-0.2, -0.3, -0.2], [0.1, 0.0, -0.4]], "relative_energy_kcal_mol": 21.0, "e_tot_ev": -204740.051, "s2": 0.7550, "lumo_energy_ev": [-5.09, -8.15], "total_charge": 1, "homo_energy_ev": [-11.25, -11.25], "multiplicity": 2}